{
  "formula": "C18H45N3NaO10S",
  "method": "ωB97M-V/def2-TZVPD",
  "de_lowest_ev": 2.665,
  "homo_lumo_gap_ev": 4.33,
  "largest_force_ev_per_a": 5.5,
  "charge": -1,
  "symbols": ["Na", "S", "O", "O", "O", "O", "C", "O", "C", "C", "N", "C", "C", "O", "C", "H", "H", "H", "H", "H", "H", "H", "H", "H", "H", "H", "H", "H", "H", "H", "C", "O", "C", "C", "N", "C", "C", "O", "C", "H", "H", "H", "H", "H", "H", "H", "H", "H", "H", "H", "H", "H", "H", "H", "C", "O", "C", "C", "N", "C", "C", "O", "C", "H", "H", "H", "H", "H", "H", "H", "H", "H", "H", "H", "H", "H", "H", "H"],
  "xyz": [[1.589, 42.844, -27.937], [3.756, 42.632, -25.400], [3.170, 41.924, -24.250], [4.522, 41.689, -26.267], [2.751, 43.457, -26.104], [4.668, 43.504, -24.640], [3.010, 45.628, -28.967], [2.383, 44.455, -29.411], [1.389, 44.522, -30.428], [1.004, 43.112, -30.875], [0.274, 42.328, -29.892], [0.109, 40.956, -30.375], [-0.578, 40.054, -29.371], [-1.158, 38.895, -29.964], [-1.626, 37.877, -29.092], [2.381, 46.307, -28.379], [3.415, 46.295, -29.735], [3.792, 45.309, -28.279], [1.766, 45.115, -31.265], [0.488, 44.983, -30.006], [1.931, 42.588, -31.105], [0.279, 43.168, -31.695], [-0.684, 42.652, -29.791], [1.115, 40.531, -30.397], [-0.329, 40.861, -31.373], [-1.403, 40.586, -28.872], [0.017, 39.730, -28.512], [-1.901, 37.014, -29.696], [-2.456, 38.327, -28.544], [-0.813, 37.517, -28.456], [6.453, 43.467, -28.350], [6.337, 42.047, -28.424], [5.719, 41.571, -29.605], [4.155, 41.673, -29.683], [3.408, 41.071, -28.606], [3.210, 39.643, -28.659], [2.850, 39.045, -27.305], [1.580, 39.323, -26.743], [1.430, 39.004, -25.384], [5.967, 43.745, -27.411], [5.827, 43.970, -29.095], [7.499, 43.753, -28.452], [6.050, 40.529, -29.524], [6.220, 41.831, -30.546], [3.947, 41.223, -30.662], [3.825, 42.708, -29.769], [3.877, 41.290, -27.704], [4.046, 39.059, -29.063], [2.402, 39.399, -29.361], [3.655, 39.169, -26.577], [2.822, 37.955, -27.453], [0.406, 39.198, -25.068], [2.099, 39.536, -24.701], [1.672, 37.941, -25.255], [-2.203, 43.024, -22.397], [-1.336, 43.148, -23.530], [-1.342, 41.960, -24.315], [-0.527, 42.191, -25.565], [-0.878, 43.299, -26.460], [-2.236, 43.222, -27.016], [-2.505, 44.396, -27.957], [-2.584, 45.585, -27.215], [-2.408, 46.783, -27.911], [-3.225, 43.317, -22.668], [-2.016, 43.674, -21.544], [-2.255, 41.977, -22.095], [-2.372, 41.719, -24.611], [-0.945, 41.168, -23.677], [-0.379, 41.234, -26.072], [0.452, 42.544, -25.221], [-1.021, 44.115, -25.866], [-3.016, 43.024, -26.274], [-2.176, 42.276, -27.569], [-3.403, 44.340, -28.587], [-1.743, 44.393, -28.747], [-2.882, 46.742, -28.896], [-1.351, 47.057, -27.855], [-2.929, 47.616, -27.429]],
  "mulliken_charge": [0.661, 1.091, -0.778, -0.723, -0.773, -0.818, -0.798, 0.091, -0.660, -0.774, 0.096, -0.783, 0.664, -0.498, -0.606, 0.215, 0.330, 0.176, 0.522, 0.217, 0.282, 0.501, 0.042, 0.107, 0.387, 0.184, -0.265, 0.260, 0.294, 0.188, -0.485, -0.292, -0.897, -0.269, 0.703, -0.814, -1.177, 0.005, -0.916, 0.150, 0.163, 0.302, 0.315, 0.404, 0.515, -0.251, -0.025, 0.343, 0.318, 0.535, 0.537, 0.194, 0.265, 0.407, -0.794, -0.304, -0.914, -0.367, 0.112, -0.482, -0.231, -0.378, -0.725, 0.283, 0.257, 0.315, 0.342, 0.651, -0.084, 0.318, 0.366, 0.349, 0.237, 0.456, -0.092, 0.343, 0.221, 0.256]
}